Record 1
Entry from the Open Molecules 2025 dataset: one molecule with the formula C20H18ClFN2O3S in a non-equilibrium geometry (ωB97M-V/def2-TZVPD).

XYZ file:
```
46
Properties=species:S:1:pos:R:3:lowdin_charge:R:1
C -2.660 -1.469 -0.818 0.015
C -2.032 -0.340 -0.089 -0.223
C -2.146 0.095 1.205 -0.302
N -1.369 1.206 1.363 0.199
C -0.821 1.418 0.205 -0.267
C 0.100 2.476 -0.141 -0.068
C 0.726 3.246 0.841 -0.214
C 1.631 4.236 0.507 -0.001
C 1.918 4.479 -0.825 -0.074
C 1.293 3.738 -1.816 -0.081
C 0.393 2.747 -1.477 -0.028
H -0.104 2.170 -2.242 0.112
H 1.507 3.936 -2.855 0.106
H 2.626 5.250 -1.088 0.105
H 2.101 4.804 1.295 0.119
F 0.455 3.046 2.136 0.088
O -1.196 0.511 -0.728 0.127
C -2.888 -0.481 2.335 -0.233
H -3.082 0.270 3.096 0.098
H -3.811 -0.964 2.018 0.098
S -1.897 -1.820 3.173 0.969
O -1.741 -2.878 2.153 -0.546
C -0.285 -0.908 3.281 -0.209
C 0.712 -1.013 2.131 -0.535
O 1.444 -0.087 1.853 0.075
N 0.787 -2.229 1.560 0.081
H -0.015 -2.849 1.649 0.090
C 1.774 -2.506 0.533 -0.118
C 1.401 -1.929 -0.809 -0.201
C 1.904 -0.696 -1.203 -0.023
C 1.567 -0.154 -2.429 -0.111
C 0.701 -0.846 -3.260 -0.676
C 0.183 -2.074 -2.883 -0.123
C 0.538 -2.609 -1.657 -0.040
H 0.137 -3.568 -1.360 0.120
H -0.483 -2.606 -3.545 0.107
Cl 0.260 -0.166 -4.789 0.670
H 1.973 0.796 -2.736 0.100
H 2.556 -0.150 -0.538 0.118
H 1.882 -3.591 0.467 0.128
H 2.718 -2.064 0.864 0.127
H 0.201 -1.321 4.168 0.094
H -0.503 0.144 3.454 0.091
H -2.545 -2.388 -0.247 0.077
H -3.725 -1.283 -0.961 0.091
H -2.186 -1.580 -1.788 0.069
```

Calculated values
LUMO energy   0.618 eV
DFT total energy   -2066.43087 hartree
Molecular weight   420.9 g mol⁻¹
HOMO level   -8.176 eV
Gap between HOMO and LUMO   8.79 eV
Strongest force on any atom   1.36 eV/Å

---

Record 2
Entry from the Open Molecules 2025 dataset: one molecule with the formula C20H18F3N7O2 in a non-equilibrium geometry (ωB97M-V/def2-TZVPD).

XYZ file:
```
50
Properties=species:S:1:pos:R:3:lowdin_charge:R:1
O -2.796 1.543 -1.145 0.050
F 2.000 -6.190 -0.088 0.141
F 3.044 -4.978 -1.372 0.098
F 3.733 -5.059 0.693 0.129
N 0.271 2.600 -1.868 0.129
N 1.097 1.730 -3.805 0.088
N 1.420 -1.505 0.625 0.177
N -1.553 -1.440 -1.519 0.135
N 0.727 -4.085 1.275 0.167
O -0.493 -0.737 2.023 0.000
C -1.927 0.784 -0.706 -0.298
C 0.965 3.574 -2.541 -0.085
C 1.540 3.015 -3.756 -0.075
C 0.075 -3.054 1.811 -0.013
C 2.214 -2.572 0.217 -0.004
C -0.903 -2.435 -2.205 -0.109
C 0.346 -1.724 1.412 -0.234
C -1.109 -0.191 -1.555 -0.130
C 1.806 -3.857 0.508 -0.176
C 0.227 -2.139 -2.917 -0.094
C 0.608 -0.831 -3.198 0.019
C -0.084 0.200 -2.492 -0.101
N 0.351 1.503 -2.692 -0.125
N -1.431 1.431 0.459 0.025
C 2.607 -4.998 -0.063 -0.532
C -3.290 1.476 2.268 -0.007
C -0.511 1.446 3.119 -0.110
C 0.110 2.794 1.355 -0.104
C 0.138 0.566 2.123 -0.277
C 0.023 1.382 0.839 -0.215
C -2.196 2.313 1.434 -0.195
C -1.018 2.670 2.352 -0.225
H 0.837 4.622 -2.335 0.092
H 2.095 3.616 -4.434 0.086
H -0.716 -3.116 2.482 0.104
H 3.001 -2.352 -0.372 0.089
H -1.055 -3.509 -2.292 0.113
H 0.843 -2.922 -3.335 0.106
H 1.476 -0.745 -3.833 0.107
H -2.876 0.560 2.474 0.025
H -4.211 1.348 1.622 0.097
H -3.593 1.957 3.196 0.077
H -1.163 0.828 3.672 0.109
H 0.287 1.753 3.793 0.128
H -0.088 3.484 0.571 0.103
H 1.130 2.958 1.620 0.123
H 1.177 0.477 2.547 0.168
H 0.733 1.137 0.053 0.127
H -2.607 3.200 0.926 0.146
H -1.258 3.471 3.052 0.150
```

Calculated values
SMILES   C[C@H]1[C@H]2C[C@@H](Oc3cnc(C(F)(F)F)cn3)[C@H](C2)N1C(=O)c1ncccc1-n1nccn1
LUMO energy   -0.184 eV
DFT total energy   -1606.16443 hartree
Molecular weight   445.4 g mol⁻¹
HOMO level   -8.520 eV
Gap between HOMO and LUMO   8.34 eV
Strongest force on any atom   6.53 eV/Å

---

Record 3
Entry from the Open Molecules 2025 dataset: one molecule with the formula C20H18FN3O2 (ωB97M-V/def2-TZVPD).

XYZ file:
```
44
Properties=species:S:1:pos:R:3:lowdin_charge:R:1
O -0.362 3.000 0.694 0.057
C -0.268 1.803 0.496 -0.425
C -1.348 0.872 0.594 0.055
C -1.181 -0.465 0.369 -0.236
N -2.199 -1.377 0.368 -0.059
C -3.368 -1.139 1.197 -0.138
C -3.037 -1.486 2.649 -0.103
C -2.331 -2.814 2.753 -0.167
C -2.180 -3.421 3.994 -0.036
C -1.515 -4.626 4.120 -0.079
C -0.985 -5.242 2.999 -0.082
C -1.127 -4.647 1.759 -0.039
C -1.795 -3.437 1.628 -0.154
C -1.969 -2.805 0.267 -0.101
H -1.127 -3.036 -0.386 0.121
H -2.856 -3.236 -0.217 0.139
H -0.715 -5.123 0.880 0.114
H -0.462 -6.182 3.090 0.103
H -1.408 -5.083 5.092 0.103
H -2.592 -2.937 4.868 0.115
H -3.948 -1.501 3.250 0.124
H -2.383 -0.711 3.060 0.127
H -3.698 -0.107 1.107 0.113
H -4.169 -1.784 0.827 0.133
N 0.086 -0.893 0.064 0.205
C 1.195 -0.078 -0.072 -0.467
O 2.270 -0.562 -0.352 0.084
N 0.979 1.249 0.149 0.080
C 2.116 2.155 -0.002 -0.074
C 2.221 2.631 -1.427 -0.197
C 1.497 3.741 -1.844 -0.021
C 1.558 4.165 -3.159 -0.003
C 2.350 3.461 -4.047 -0.279
C 3.073 2.348 -3.661 -0.005
C 3.002 1.935 -2.342 -0.025
H 3.547 1.061 -2.020 0.111
H 3.676 1.822 -4.384 0.116
F 2.416 3.871 -5.334 0.049
H 1.004 5.026 -3.499 0.117
H 0.876 4.265 -1.133 0.111
H 1.937 2.996 0.670 0.130
H 3.013 1.607 0.291 0.130
H 0.292 -1.874 -0.053 0.145
H -2.301 1.306 0.829 0.108
```

Calculated values
SMILES   O=c1cc(N2CCc3ccccc3C2)[nH]c(=O)n1Cc1ccc(F)cc1
LUMO energy   0.493 eV
DFT total energy   -1187.61841 hartree
Molecular weight   351.4 g mol⁻¹
HOMO level   -8.491 eV
Gap between HOMO and LUMO   8.98 eV
Strongest force on any atom   0.71 eV/Å

---

Record 4
Entry from the Open Molecules 2025 dataset: C20H18FeN4O3PS2 as an isolated structure in a non-equilibrium geometry (ωB97M-V/def2-TZVPD).

XYZ file:
```
49
Properties=species:S:1:pos:R:3:lowdin_charge:R:1
Fe -1.019 0.731 -0.194 0.306
O -0.117 0.651 4.130 0.016
C 0.029 0.467 2.931 -0.719
O -0.896 0.334 2.065 -0.208
C 1.465 0.370 2.338 -0.234
P 1.294 0.436 0.505 1.034
C 1.124 -1.329 0.030 -0.378
C 0.640 -2.295 0.906 -0.109
C 0.378 -3.576 0.451 -0.085
C 0.584 -3.900 -0.879 -0.084
C 1.077 -2.946 -1.756 -0.077
C 1.351 -1.670 -1.305 -0.119
C 3.035 0.665 -0.042 -0.357
C 4.121 0.060 0.585 -0.084
C 5.402 0.245 0.095 -0.090
C 5.613 1.029 -1.029 -0.098
C 4.539 1.635 -1.661 -0.088
C 3.258 1.455 -1.165 -0.102
H 1.945 -0.551 2.677 0.084
H 2.071 1.213 2.680 0.092
H 0.426 -2.043 1.935 0.101
H -0.015 -4.315 1.135 0.103
H 0.348 -4.890 -1.238 0.101
H 1.224 -3.188 -2.800 0.108
H 1.720 -0.920 -1.993 0.089
H 3.969 -0.564 1.454 0.103
H 6.246 -0.228 0.580 0.099
H 6.613 1.166 -1.416 0.097
H 4.702 2.243 -2.541 0.101
H 2.410 1.923 -1.649 0.099
S -0.905 0.578 -2.677 0.555
C -1.739 -0.918 -2.925 -0.780
C -1.749 -1.431 -4.237 -0.325
N -1.762 -1.837 -5.316 0.137
C -2.365 -1.632 -1.926 -0.751
S -2.444 -1.132 -0.270 0.636
C -2.988 -2.864 -2.198 -0.328
N -3.505 -3.881 -2.363 0.139
C -5.431 3.493 1.668 -0.094
N -4.161 3.470 0.985 0.011
C -3.192 2.511 1.127 -0.590
N -3.233 1.687 2.175 0.213
O -2.289 2.477 0.274 -0.064
H -5.885 4.473 1.535 0.080
H -5.291 3.339 2.737 0.073
H -6.130 2.736 1.297 0.087
H -4.132 3.904 0.075 0.138
H -3.921 1.755 2.900 0.097
H -2.415 1.067 2.305 0.066
```

Calculated values
LUMO energy (spin up / spin down)   2.483 / 2.475 eV
DFT total energy   -3619.31365 hartree
Molecular weight   513.3 g mol⁻¹
HOMO level (spin up / spin down)   -4.074 / -4.191 eV
Gap between HOMO and LUMO (spin up / spin down)   6.56 / 6.67 eV
Net charge   -1
Multiplicity   5
Strongest force on any atom   1.57 eV/Å

---

Record 5
Entry from the Open Molecules 2025 dataset: C20H18N4O3PtSe as an isolated structure in a non-equilibrium geometry (ωB97M-V/def2-TZVPD).

XYZ file:
```
47
Properties=species:S:1:pos:R:3:lowdin_charge:R:1
Pt 0.282 0.378 0.228 1.194
C -0.572 0.169 4.378 -0.039
C 0.695 0.230 4.944 -0.049
C 1.800 0.209 4.116 0.002
C 1.622 0.175 2.735 -0.207
N 0.378 0.185 2.203 -0.074
C -0.683 0.158 3.000 -0.083
C 2.686 0.156 1.743 -0.204
C 4.041 0.155 2.065 -0.038
C 4.982 0.197 1.055 -0.098
C 4.580 0.240 -0.271 -0.093
C 3.233 0.199 -0.600 -0.116
C 2.259 0.154 0.392 -0.240
H -1.455 0.148 4.995 0.107
H 0.819 0.300 6.013 0.109
H 2.797 0.227 4.527 0.106
H -1.648 0.147 2.514 0.108
H 4.364 0.139 3.097 0.101
H 6.032 0.209 1.301 0.098
H 5.320 0.326 -1.053 0.099
H 2.950 0.212 -1.642 0.081
C -3.368 -1.002 -1.736 -0.021
C -2.986 -0.737 -0.290 -0.547
C -4.114 -1.071 0.681 -0.020
O -1.798 -1.320 0.111 -0.092
C -2.823 0.927 -0.185 -0.661
O -3.811 1.541 -0.492 0.044
O -1.713 1.261 0.224 -0.138
H -3.534 -2.067 -1.888 0.084
H -2.587 -0.665 -2.416 0.068
H -4.281 -0.465 -1.977 0.091
H -4.349 -2.132 0.616 0.081
H -4.992 -0.491 0.411 0.085
H -3.834 -0.839 1.705 0.078
H -1.240 -1.597 -0.663 0.026
Se -0.043 -2.923 -3.259 1.200
N -0.028 -1.651 -4.509 -0.226
C 0.045 -0.460 -3.921 -0.380
C 0.029 0.800 -4.531 0.036
C 0.089 1.923 -3.713 -0.018
C 0.196 1.806 -2.343 -0.048
N 0.230 0.604 -1.736 -0.083
C 0.119 -0.501 -2.483 -0.465
N 0.051 -1.705 -1.915 -0.230
H -0.048 0.878 -5.603 0.123
H 0.057 2.908 -4.149 0.115
H 0.249 2.664 -1.682 0.133
```

Calculated values
LUMO energy   -2.315 eV
DFT total energy   -3738.42644 hartree
Molecular weight   636.4 g mol⁻¹
HOMO level   -7.272 eV
Gap between HOMO and LUMO   4.96 eV
Strongest force on any atom   4.94 eV/Å